# 1
This record from OMol25 describes a 2-piece molecular cluster, C4H11NSi overall. The level of theory is ωB97M-V/def2-TZVPD.

As for the total energy: -503.076578 Ha. Its frontier orbital gap (spin up / spin down) is 0.290 / 0.244 hartree. For the HOMO energy (spin up / spin down), the calculation gives -7.685 / -6.069 eV. The multiplicity is 1. Its energy above the lowest of the compared OMol25 structures with the same formula, charge and spin is 121.4 kcal/mol.

Last columns: bonded neighbours and bond lengths (Å).
CARTESIAN COORDINATES (ANGSTROEM)
1 Si 1.645 0.766 -0.568  N2 1.738, C5 1.819, H10 1.517
2 N 1.925 2.342 0.110  Si1 1.738, H7 1.041, H17 1.001
3 C 1.542 -2.102 0.187  C5 1.373, H9 1.096, H12 1.101
4 C -2.276 -0.478 -0.514  C6 1.447, H14 0.991, H15 1.064, H16 1.169
5 C 1.839 -0.775 0.378  Si1 1.819, C3 1.373, H11 1.164
6 C -1.739 0.364 0.534  C4 1.447, H8 1.141, H13 1.087
7 H 1.779 2.565 1.115  N2 1.041
8 H -1.697 1.503 0.597  C6 1.141
9 H 1.535 -2.549 -0.813  C3 1.096
10 H 1.481 1.031 -2.053  Si1 1.517
11 H 1.506 -0.407 1.431  C5 1.164
12 H 1.377 -2.829 0.997  C3 1.101
13 H -1.293 -0.017 1.449  C6 1.087
14 H -2.243 -0.083 -1.423  C4 0.991
15 H -3.277 -0.791 -0.336  C4 1.064
16 H -1.716 -1.497 -0.626  C4 1.169
17 H 2.633 2.844 -0.390  N2 1.001


# 2
This record from OMol25 describes a 20-piece molecular cluster, C88H122Cl17O37P2 overall. The level of theory is ωB97M-V/def2-TZVPD.

Its total charge is +1. As for the total energy: -14715.406581 Ha. Its frontier orbital gap is 0.265 hartree. For the HOMO energy, the calculation gives -10.708 eV. The multiplicity is 1.

Last columns: bonded neighbours and bond lengths (Å).
CARTESIAN COORDINATES (ANGSTROEM)
1 Cl -0.745 1.204 5.765  C134 1.763
2 Cl 4.982 -4.318 2.667  C127 1.819
3 Cl -0.457 3.391 7.517  C134 1.774
4 Cl -7.286 -0.977 3.410  C124 1.800
5 Cl -5.592 6.785 -0.321  C138 1.737
6 Cl -4.114 5.164 1.533  C138 1.778
7 Cl -4.146 -1.769 2.297  C96 1.806
8 Cl 3.300 1.993 6.216  C135 1.799
9 Cl -6.143 -1.211 0.095  C96 1.778
10 Cl 1.429 -2.348 6.284  C67 1.778
11 Cl 4.882 6.671 -1.579  C125 1.755
12 Cl 6.513 5.336 0.440  C125 1.775
13 Cl 5.380 -1.375 3.039  C127 1.765
14 Cl 3.697 3.151 8.829  C135 1.733
15 Cl -1.831 -1.485 -2.363  O29 1.427, O35 1.427, O37 1.423, O51 1.444
16 Cl 3.335 -4.155 7.548  C67 1.807
17 Cl -6.809 1.932 3.099  C124 1.748
18 P -4.865 -1.178 -4.228  C62 1.838, C93 1.859, C97 1.805, C142 1.839
19 P 1.375 0.219 1.205  C83 1.809, C86 1.775, C100 1.811, C116 1.857
20 O 3.661 -3.525 -4.874  H202 0.963, H235 0.962
21 O 4.200 8.281 4.994  C73 1.214
22 O 0.837 -0.007 -10.036  C140 1.369, H163 0.969
23 O 8.337 1.469 -4.663  C58 1.205
24 O -4.718 0.238 6.750  C63 1.216
25 O 1.315 4.967 -5.931  C129 1.344, H156 0.972
26 O -2.665 0.100 8.543  C132 1.362, H232 0.968
27 O 7.226 -7.884 -4.821  C111 1.351, H265 0.972
28 O 1.856 5.447 -3.294  C92 1.217
29 O -0.824 -1.561 -3.370  Cl15 1.427
30 O -4.137 -4.234 5.595  C122 1.335, H222 0.969
31 O -4.903 7.801 5.505  C106 1.209
32 O -0.211 -2.521 -6.166  C68 1.218
33 O -6.933 3.058 7.201  C101 1.215
34 O 1.774 -1.400 -4.820  C141 1.337, H229 0.969
35 O -2.128 -0.093 -2.254  Cl15 1.427
36 O 0.548 1.085 -2.105  C76 1.349, H248 0.977
37 O -1.357 -1.927 -1.096  Cl15 1.423
38 O 6.513 -6.255 -2.580  C60 1.218
39 O 6.667 5.461 8.867  C72 1.219
40 O 3.275 0.715 -8.726  C99 1.208
41 O 10.670 -7.244 -0.634  C65 1.358, H161 0.970
42 O 5.705 7.952 9.388  C108 1.338, H179 0.968
43 O -1.787 -5.130 -4.172  C130 1.209
44 O -0.488 0.800 -4.648  C113 1.217
45 O -4.701 3.078 5.631  C85 1.329, H197 0.973
46 O -6.972 7.696 7.375  C80 1.330, H230 0.969
47 O 5.699 6.042 4.272  C112 1.359, H242 0.971
48 O 8.278 3.013 -2.397  C75 1.357, H219 0.967
49 O -2.273 -5.904 0.457  C82 1.375, H210 0.969
50 O 0.462 -6.036 0.663  C104 1.211
51 O -3.006 -2.265 -2.676  Cl15 1.444
52 O 3.780 1.966 -1.771  C144 1.215
53 O -1.780 -4.295 7.127  C70 1.219
54 O 11.174 -8.955 -2.588  C78 1.219
55 O 3.910 0.060 -3.824  C69 1.360, H250 0.968
56 O 0.824 -4.557 -3.825  C102 1.330, H236 0.972
57 C 4.876 8.152 7.223  C73 1.467, C108 1.332, H217 1.080
58 C 7.314 1.580 -4.036  O23 1.205, C75 1.506, C105 1.474
59 C 5.996 2.559 -2.105  C75 1.333, C144 1.460, H233 1.080
60 C 7.629 -6.717 -2.738  O38 1.218, C111 1.529, C120 1.455
61 C -7.009 5.387 7.197  C80 1.340, C101 1.437, H251 1.083
62 C -6.696 -1.212 -4.383  P18 1.838, C94 1.525, H148 1.089, H192 1.095
63 C -4.082 -0.795 6.844  O24 1.216, C117 1.481, C132 1.519
64 C -2.267 1.992 1.649  C88 1.526, C133 1.559, H158 1.094, H165 1.092
65 C 9.743 -7.340 -1.621  O41 1.358, C78 1.480, C120 1.338
66 C 1.307 3.245 -2.689  C76 1.354, C92 1.465, H164 1.081
67 C 1.590 -3.702 7.426  Cl10 1.778, Cl16 1.807, H193 1.086, H209 1.086
68 C 0.489 -1.765 -6.815  O32 1.218, C131 1.449, C141 1.529
69 C 4.966 0.886 -3.594  O55 1.360, C105 1.333, C144 1.494
70 C -2.468 -3.289 7.088  O53 1.219, C74 1.450, C122 1.520
71 C 0.914 -2.319 2.386  C86 1.524, C109 1.493, H189 1.093, H226 1.093
72 C 6.109 6.074 7.974  O39 1.219, C98 1.473, C108 1.517
73 C 4.859 7.696 5.829  O21 1.214, C57 1.467, C112 1.498
74 C -2.106 -2.060 7.768  C70 1.450, C132 1.327, H259 1.082
75 C 7.132 2.398 -2.785  O48 1.357, C58 1.506, C59 1.333
76 C 0.726 2.065 -3.014  O36 1.349, C66 1.354, C113 1.504
77 C -4.911 -5.826 -1.407  C115 1.543, H246 1.090, H256 1.090, H263 1.088
78 C 10.167 -8.274 -2.689  O54 1.219, C65 1.480, C103 1.436
79 C 4.445 2.869 2.224  C84 1.522, C114 1.544, H176 1.089, H188 1.091
80 C -6.468 6.570 6.878  O46 1.330, C61 1.340, C106 1.516
81 C -9.236 -2.162 -7.203  C118 1.550, H147 1.090, H198 1.089, H223 1.091
82 C -1.517 -5.839 -0.689  O49 1.375, C104 1.493, C143 1.328
83 C 2.410 1.681 1.451  P19 1.809, C84 1.544, H157 1.093, H262 1.093
84 C 3.782 1.501 2.135  C79 1.522, C83 1.544, H172 1.090, H266 1.093
85 C -5.264 4.252 5.894  O45 1.329, C95 1.353, C101 1.522
86 C 1.418 -0.895 2.586  P19 1.775, C71 1.524, H211 1.093, H216 1.094
87 C -3.611 2.808 -1.499  C121 1.537, H149 1.094, H152 1.088, H221 1.088
88 C -1.008 1.307 2.170  C64 1.526, C100 1.515, H151 1.090, H184 1.094
89 C 2.504 -0.266 -6.746  C99 1.464, C141 1.331, H155 1.082
90 C 3.392 -1.329 -0.274  C116 1.546, C128 1.527, H186 1.093, H261 1.093
91 C -2.457 -0.368 -5.590  C93 1.563, C110 1.544, H150 1.090, H228 1.094
92 C 1.410 4.365 -3.628  O28 1.217, C66 1.465, C129 1.477
93 C -4.016 -0.398 -5.687  P18 1.859, C91 1.563, H167 1.092, H196 1.090
94 C -7.177 -1.668 -5.757  C62 1.525, C118 1.539, H224 1.092, H252 1.093
95 C -4.727 5.431 5.500  C85 1.353, C106 1.490, H214 1.081
96 C -4.439 -1.447 0.544  Cl7 1.806, Cl9 1.778, H203 1.086, H218 1.086
97 C -4.327 -2.886 -4.000  P18 1.805, C123 1.540, H159 1.094, H253 1.093
98 C 6.215 5.717 6.548  C72 1.473, C112 1.351, H178 1.082
99 C 2.408 0.091 -8.163  O40 1.208, C89 1.464, C140 1.521
100 C -0.296 0.852 0.912  P19 1.811, C88 1.515, H206 1.096, H215 1.092
101 C -6.483 4.111 6.794  O33 1.215, C61 1.437, C85 1.522
102 C 0.160 -5.070 -2.793  O56 1.330, C130 1.485, C139 1.332
103 C 9.261 -8.365 -3.799  C78 1.436, C111 1.337, H243 1.081
104 C -0.050 -5.812 -0.411  O50 1.211, C82 1.493, C139 1.483
105 C 6.102 0.778 -4.284  C58 1.474, C69 1.333, H254 1.083
106 C -5.327 6.737 5.895  O31 1.209, C80 1.516, C95 1.490
107 C -1.164 -2.409 3.923  C109 1.531, H171 1.087, H173 1.091, H174 1.095
108 C 5.479 7.440 8.172  O42 1.338, C57 1.332, C72 1.517
109 C -0.562 -2.503 2.519  C71 1.493, C107 1.531, H145 1.093, H199 1.094
110 C -1.731 0.325 -6.764  C91 1.544, C137 1.551, H238 1.095, H249 1.090
111 C 8.104 -7.696 -3.812  O27 1.351, C60 1.529, C103 1.337
112 C 5.673 6.466 5.563  O47 1.359, C73 1.498, C98 1.351
113 C 0.161 1.794 -4.381  O44 1.217, C76 1.504, C119 1.453
114 C 5.429 2.876 3.414  C79 1.544, H162 1.087, H168 1.093, H177 1.094
115 C -4.416 -5.099 -2.675  C77 1.543, C123 1.535, H175 1.092, H180 1.095
116 C 1.986 -0.686 -0.297  P19 1.857, C90 1.546, H227 1.096, H231 1.091
117 C -4.393 -1.977 6.008  C63 1.481, C122 1.365, H234 1.081
118 C -8.642 -2.139 -5.772  C81 1.550, C94 1.539, H212 1.093, H258 1.090
119 C 0.385 2.882 -5.317  C113 1.453, C129 1.350, H153 1.083
120 C 8.597 -6.651 -1.653  C60 1.455, C65 1.338, H194 1.082
121 C -4.907 1.988 -1.393  C87 1.537, C126 1.537, H220 1.091, H264 1.091
122 C -3.671 -3.124 6.174  O30 1.335, C70 1.520, C117 1.365
123 C -4.867 -3.635 -2.768  C97 1.540, C115 1.535, H146 1.092, H255 1.094
124 C -6.729 0.556 4.174  Cl4 1.800, Cl17 1.748, H182 1.085, H213 1.086
125 C 6.188 6.854 -0.421  Cl11 1.755, Cl12 1.775, H237 1.087, H247 1.087
126 C -5.246 1.224 -2.684  C121 1.537, C142 1.549, H200 1.091, H241 1.093
127 C 5.285 -2.952 3.828  Cl2 1.819, Cl13 1.765, H154 1.085, H190 1.086
128 C 3.418 -2.568 -1.166  C90 1.527, C136 1.545, H208 1.093, H245 1.092
129 C 1.056 4.015 -5.019  O25 1.344, C92 1.477, C119 1.350
130 C -1.289 -5.234 -3.076  O43 1.209, C102 1.485, C143 1.501
131 C 0.283 -1.313 -8.177  C68 1.449, C140 1.345, H183 1.081
132 C -2.913 -1.008 7.790  O26 1.362, C63 1.519, C74 1.327
133 C -3.267 2.420 2.766  C64 1.559, H169 1.091, H207 1.092, H240 1.090
134 C -0.974 2.948 5.879  Cl1 1.763, Cl3 1.774, H181 1.087, H187 1.086
135 C 4.185 3.236 7.169  Cl8 1.799, Cl14 1.733, H205 1.087, H239 1.086
136 C 4.745 -3.357 -1.239  C128 1.545, H160 1.091, H204 1.090, H260 1.091
137 C -2.365 1.652 -7.257  C110 1.551, H195 1.089, H225 1.089, H244 1.090
138 C -4.300 6.790 0.838  Cl5 1.737, Cl6 1.778, H166 1.086, H185 1.087
139 C 0.695 -5.343 -1.605  C102 1.332, C104 1.483, H191 1.083
140 C 1.111 -0.430 -8.764  O22 1.369, C99 1.521, C131 1.345
141 C 1.677 -1.098 -6.120  O34 1.337, C68 1.529, C89 1.331
142 C -4.483 -0.121 -2.773  P18 1.839, C126 1.549, H170 1.092, H201 1.090
143 C -2.093 -5.584 -1.857  C82 1.328, C130 1.501, H257 1.080
144 C 4.783 1.818 -2.441  O52 1.215, C59 1.460, C69 1.494
145 H -0.850 -3.487 2.138  C109 1.093
146 H -4.590 -3.231 -1.791  C123 1.092
147 H -9.362 -1.147 -7.579  C81 1.090
148 H -7.140 -0.314 -3.958  C62 1.089
149 H -2.732 2.169 -1.370  C87 1.094
150 H -1.926 -1.308 -5.437  C91 1.090
151 H -1.360 0.565 2.887  C88 1.090
152 H -3.501 3.404 -0.596  C87 1.088
153 H 0.147 2.827 -6.372  C119 1.083
154 H 6.198 -3.215 4.350  C127 1.085
155 H 3.226 0.178 -6.073  C89 1.082
156 H 1.858 5.611 -5.444  O25 0.972
157 H 1.862 2.379 2.088  C83 1.093
158 H -2.751 1.293 0.962  C64 1.094
159 H -3.236 -2.885 -3.928  C97 1.094
160 H 5.096 -3.625 -0.241  C136 1.091
161 H 11.429 -7.785 -0.903  O41 0.970
162 H 5.062 3.196 4.386  C114 1.087
163 H 1.539 0.624 -10.258  O22 0.969
164 H 1.750 3.327 -1.706  C66 1.081
165 H -2.097 2.864 1.014  C64 1.092
166 H -3.395 7.146 0.354  C138 1.086
167 H -4.279 -0.932 -6.602  C93 1.092
168 H 6.002 1.951 3.516  C114 1.093
169 H -4.285 2.507 2.383  C133 1.091
170 H -3.439 0.183 -2.882  C142 1.092
171 H -2.197 -2.740 4.002  C107 1.087
172 H 4.466 0.779 1.687  C84 1.090
173 H -0.573 -2.944 4.668  C107 1.091
174 H -1.129 -1.374 4.279  C107 1.095
175 H -3.339 -5.145 -2.849  C115 1.092
176 H 5.025 3.089 1.329  C79 1.089
177 H 6.277 3.538 3.214  C114 1.094
178 H 6.624 4.771 6.218  C98 1.082
179 H 6.024 7.281 10.009  O42 0.968
180 H -4.829 -5.600 -3.557  C115 1.095
181 H -2.038 3.163 5.831  C134 1.087
182 H -5.704 0.345 4.463  C124 1.085
183 H -0.543 -1.684 -8.768  C131 1.081
184 H -0.413 2.016 2.753  C88 1.094
185 H -4.536 7.421 1.692  C138 1.087
186 H 3.698 -1.658 0.723  C90 1.093
187 H -0.361 3.521 5.191  C134 1.086
188 H 3.679 3.629 2.387  C79 1.091
189 H 1.270 -2.725 1.436  C71 1.093
190 H 4.405 -3.069 4.454  C127 1.086
191 H 1.766 -5.289 -1.459  C139 1.083
192 H -6.910 -1.962 -3.614  C62 1.095
193 H 1.271 -3.426 8.426  C67 1.086
194 H 8.353 -5.984 -0.837  C120 1.082
195 H -1.647 2.153 -7.905  C137 1.089
196 H -4.417 0.615 -5.739  C93 1.090
197 H -5.031 2.382 6.226  O45 0.973
198 H -10.212 -2.646 -7.215  C81 1.089
199 H -1.119 -1.819 1.872  C109 1.094
200 H -6.325 1.067 -2.648  C126 1.091
201 H -4.647 -0.583 -1.800  C142 1.090
202 H 2.869 -3.925 -4.500  O20 0.963
203 H -3.896 -0.560 0.231  C96 1.086
204 H 4.602 -4.294 -1.778  C136 1.090
205 H 5.243 2.988 7.121  C135 1.087
206 H -0.899 0.046 0.480  C100 1.096
207 H -3.353 1.678 3.564  C133 1.092
208 H 2.698 -3.264 -0.728  C128 1.093
209 H 0.910 -4.463 7.055  C67 1.086
210 H -1.661 -6.178 1.156  O49 0.969
211 H 2.462 -1.004 2.892  C86 1.093
212 H -9.300 -1.452 -5.235  C118 1.093
213 H -7.358 0.701 5.047  C124 1.086
214 H -3.782 5.381 4.978  C95 1.081
215 H -0.343 1.551 0.075  C100 1.092
216 H 0.899 -0.390 3.407  C86 1.094
217 H 4.408 9.114 7.379  C57 1.080
218 H -4.040 -2.330 0.054  C96 1.086
219 H 9.010 2.765 -2.979  O48 0.967
220 H -5.638 2.784 -1.247  C121 1.091
221 H -3.596 3.401 -2.412  C87 1.088
222 H -3.652 -5.007 5.920  O30 0.969
223 H -8.556 -2.683 -7.877  C81 1.091
224 H -7.008 -0.860 -6.471  C94 1.092
225 H -3.236 1.380 -7.852  C137 1.089
226 H 1.380 -3.007 3.097  C71 1.093
227 H 2.137 0.183 -0.948  C116 1.096
228 H -2.249 0.237 -4.703  C91 1.094
229 H 0.902 -1.697 -4.521  O34 0.969
230 H -6.339 8.413 7.221  O46 0.969
231 H 1.161 -1.257 -0.725  C116 1.091
232 H -3.323 0.773 8.314  O26 0.968
233 H 6.140 3.033 -1.145  C59 1.080
234 H -5.269 -2.027 5.376  C117 1.081
235 H 3.755 -2.692 -4.402  O20 0.962
236 H 0.239 -4.401 -4.585  O56 0.972
237 H 7.043 7.192 -1.001  C125 1.087
238 H -1.766 -0.386 -7.596  C110 1.095
239 H 4.016 4.200 6.699  C135 1.086
240 H -3.092 3.378 3.256  C133 1.090
241 H -5.011 1.829 -3.563  C126 1.093
242 H 5.036 6.584 3.817  O47 0.971
243 H 9.606 -9.091 -4.522  C103 1.081
244 H -2.608 2.295 -6.412  C137 1.090
245 H 3.067 -2.330 -2.173  C128 1.092
246 H -4.363 -5.391 -0.571  C77 1.090
247 H 5.939 7.640 0.286  C125 1.087
248 H -0.152 0.502 -2.456  O36 0.977
249 H -0.657 0.405 -6.599  C110 1.090
250 H 3.231 0.190 -3.146  O55 0.968
251 H -7.857 5.538 7.854  C61 1.083
252 H -6.500 -2.460 -6.089  C94 1.093
253 H -4.529 -3.377 -4.956  C97 1.093
254 H 6.095 0.054 -5.090  C105 1.083
255 H -5.959 -3.691 -2.732  C123 1.094
256 H -4.601 -6.869 -1.472  C77 1.090
257 H -3.160 -5.524 -2.015  C143 1.080
258 H -8.737 -3.089 -5.244  C118 1.090
259 H -1.265 -1.983 8.446  C74 1.082
260 H 5.550 -2.846 -1.768  C136 1.091
261 H 4.217 -0.676 -0.568  C90 1.093
262 H 2.598 2.222 0.520  C83 1.093
263 H -5.998 -5.799 -1.368  C77 1.088
264 H -4.893 1.261 -0.581  C121 1.091
265 H 6.477 -7.319 -4.570  O27 0.972
266 H 3.505 1.066 3.098  C84 1.093


Which value of multiplicity does entry 2 give?
1


multiplicity of number 2 (C88H122Cl17O37P2)?
1